Entry 1:
Molecular formula: CH9N2O
Method: DFT, ωB97M-V/def2-TZVPD

XYZ file:
```
13
Properties=species:S:1:pos:R:3:mulliken_charge:R:1
O 2.41 1.28 0.15 -0.7237
H 3.09 1.52 -0.53 0.3435
H 0.33 -0.64 -1.46 0.3666
H 2.94 1.11 0.94 0.3410
N 0.25 -0.48 -0.45 -0.2442
C -1.12 0.07 -0.04 -0.3366
N -1.94 -1.00 0.41 -0.5057
H 0.30 -1.34 0.09 0.3515
H 0.99 0.23 -0.26 0.2629
H -0.90 0.74 0.78 0.3410
H -1.52 0.68 -0.84 0.3463
H -2.68 -1.32 -0.18 0.2221
H -2.15 -0.86 1.39 0.2353
```

Summary:
HOMO-LUMO gap (eV): 11.439
Charge: +1
Lowest unoccupied orbital energy (eV): -3.29
Energy relative to the best compared isomer or geometry (same formula, charge and spin) (kcal per mole): 3.2



Entry 2:
Molecular formula: CH9N3O2
Method: DFT, ωB97M-V/def2-TZVPD

XYZ file:
```
15
Properties=species:S:1:pos:R:3:mulliken_charge:R:1
N 0.47 -0.41 0.38 -0.2871
C 1.16 0.80 0.30 0.5236
N 0.83 1.53 -0.86 -0.4843
N 2.17 1.16 0.96 -0.6854
H 0.36 -0.86 1.27 0.1588
H -0.06 -0.77 -0.39 0.1256
H 0.43 1.04 -1.64 0.1966
H 1.48 2.29 -0.93 0.2687
H 2.65 0.59 1.63 0.2222
H -0.84 -2.55 -1.67 0.3165
H -1.87 -2.66 -0.49 0.3334
O -1.01 -2.90 -0.80 -0.6621
H -1.62 1.26 0.09 0.3141
H -2.00 0.83 1.54 0.3148
O -2.16 0.65 0.61 -0.6554
```

Summary:
HOMO-LUMO gap (eV): 9.328
SMILES string: N=C(N)N.O.O
Lowest unoccupied orbital energy (eV): 0.46
Energy relative to the best compared isomer or geometry (same formula, charge and spin) (kcal per mole): 22.5



Entry 3:
Molecular formula: CH9N4
Method: DFT, ωB97M-V/def2-TZVPD

XYZ file:
```
14
Properties=species:S:1:pos:R:3:mulliken_charge:R:1
C 2.68 -0.05 0.61 -0.4703
N 3.31 0.07 -0.52 -0.1904
N -0.88 -1.25 0.04 0.0034
N 0.14 -0.76 -0.41 -0.2333
N -2.83 0.65 -0.15 -0.8232
H 3.33 -0.17 1.52 0.2451
H 4.33 0.27 -0.69 0.2462
H 2.69 0.08 -1.32 0.2881
H -0.95 -1.73 0.97 0.3090
H -1.95 -0.76 -0.09 0.4458
H 1.07 -0.73 0.18 0.3351
H -2.15 1.30 -0.22 0.2651
H -3.31 0.47 -1.11 0.3231
H -3.53 0.98 0.44 0.2563
```

Summary:
HOMO-LUMO gap (eV): 8.081
Charge: +1
Lowest unoccupied orbital energy (eV): -4.79
Energy relative to the best compared isomer or geometry (same formula, charge and spin) (kcal per mole): 143.3



Entry 4:
Molecular formula: CH9N5
Method: DFT, ωB97M-V/def2-TZVPD

XYZ file:
```
15
Properties=species:S:1:pos:R:3:mulliken_charge:R:1
C -0.50 1.49 0.41 -0.6389
N 2.40 -0.01 0.11 -0.5945
N 1.04 -0.26 0.41 -0.1483
N 0.19 0.48 -0.39 -0.1180
H 3.01 -0.73 -0.28 0.1871
H 2.81 0.75 -0.44 0.2273
H 0.22 2.25 0.74 0.2796
H -1.28 1.97 -0.18 0.2790
H -0.98 1.07 1.31 0.2952
N -0.89 -0.68 -0.82 -0.2832
N -1.90 -1.24 -0.04 -0.5284
H -1.65 -1.21 0.95 0.2359
H -1.15 -0.41 -1.77 0.2364
H 0.79 -1.27 0.27 0.3262
H -2.12 -2.21 -0.27 0.2447
```

Summary:
HOMO-LUMO gap (eV): 8.703
SMILES string: CN(NN)NN
Lowest unoccupied orbital energy (eV): 1.23
Energy relative to the best compared isomer or geometry (same formula, charge and spin) (kcal per mole): 102.1



Entry 5:
Molecular formula: CH9N5
Method: DFT, ωB97M-V/def2-TZVPD

XYZ file:
```
15
Properties=species:S:1:pos:R:3:mulliken_spin:R:1
C 8.79 -0.85 0.76 -0.0003
N 8.65 -0.33 -0.45 0.0002
N -10.16 -1.45 0.86 0.2938
N -9.13 1.51 0.08 1.1444
N 7.90 0.74 -0.69 0.0001
N -10.07 -0.70 -0.05 0.4551
H 8.17 -0.48 1.53 0.0000
H 9.55 -1.64 1.03 0.0000
H 9.23 -0.52 -1.30 0.0000
H -9.52 -1.27 1.67 0.0657
H -8.71 1.64 -0.83 -0.0124
H -10.11 1.78 0.12 -0.0198
H 8.04 1.06 -1.62 0.0000
H 7.85 1.43 -0.05 0.0000
H -10.48 -0.91 -1.06 0.0733
```

Summary:
Spin multiplicity: 3
HOMO-LUMO gap (alpha / beta) (eV): 8.780 / 6.432
Charge: +2
Lowest unoccupied orbital energy (alpha / beta) (eV): -7.81 / -9.96
Energy relative to the best compared isomer or geometry (same formula, charge and spin) (kcal per mole): 38.8



Entry 6:
Molecular formula: CH9NO3
Method: DFT, ωB97M-V/def2-TZVPD

XYZ file:
```
14
Properties=species:S:1:pos:R:3:mulliken_spin:R:1
C -1.59 2.27 -1.42 0.4868
N -1.17 2.75 -0.34 0.1284
H -2.63 2.38 -1.70 -0.1226
H -0.98 1.66 -2.08 -0.1922
H -0.18 2.87 -0.21 -0.0802
H -0.48 -1.26 0.58 0.0194
H -1.59 -1.30 -0.43 -0.2422
O -0.62 -1.33 -0.39 0.3459
H 0.94 -0.61 3.04 -0.3527
H 1.64 -0.74 1.70 -0.0394
O 0.86 -0.33 2.12 0.6950
H 1.76 -1.39 -0.52 -0.1906
H 1.77 -2.89 -0.30 -0.0748
O 2.25 -2.09 -0.06 0.6191
```

Summary:
Spin multiplicity: 2
HOMO-LUMO gap (alpha / beta) (eV): 2.925 / 10.493
Charge: -1
Lowest unoccupied orbital energy (alpha / beta) (eV): 3.97 / 3.98
Energy relative to the best compared isomer or geometry (same formula, charge and spin) (kcal per mole): 22.7



Entry 7:
Molecular formula: CH9NO3
Method: DFT, ωB97M-V/def2-TZVPD

XYZ file:
```
14
Properties=species:S:1:pos:R:3:mulliken_charge:R:1
C 2.27 -2.69 -0.86 -0.2549
N 1.97 -3.05 0.34 -0.4927
H 1.87 -3.12 -1.75 0.2794
H 3.07 -1.99 -0.93 0.2092
H 2.34 -2.45 1.08 0.2603
H -4.26 2.50 -1.91 0.3250
H -5.51 1.62 -1.04 0.3355
O -5.20 2.16 -1.98 -0.6701
H -1.26 1.86 -1.29 0.3149
H -1.52 0.75 -2.29 0.2987
O -1.91 1.48 -1.86 -0.6047
H 3.27 0.52 4.53 0.3283
H 1.97 1.16 3.97 0.3130
O 2.90 1.25 3.97 -0.6419
```

Summary:
HOMO-LUMO gap (eV): 10.491
SMILES string: C=N.O.O.O
Lowest unoccupied orbital energy (eV): 0.37
Energy relative to the best compared isomer or geometry (same formula, charge and spin) (kcal per mole): 46.2



Entry 8:
Molecular formula: CH9NO3
Method: DFT, ωB97M-V/def2-TZVPD

XYZ file:
```
14
Properties=species:S:1:pos:R:3:mulliken_charge:R:1
N -0.18 0.16 -1.56 -0.5580
C -1.13 0.56 -0.54 -0.0818
O -0.33 1.34 0.36 -0.5107
H -0.26 0.37 -2.54 0.2516
H 0.64 0.71 -1.37 0.2034
H -1.96 1.17 -0.86 0.2780
H -1.62 -0.18 0.08 0.1885
H -0.67 2.15 0.75 0.2505
H -0.27 -2.68 0.25 0.3093
H 0.62 -2.81 1.26 0.3146
O -0.36 -2.63 1.22 -0.6353
H 1.42 0.78 1.55 0.3428
H 1.84 0.33 0.31 0.2839
O 2.27 0.72 1.09 -0.6369
```

Summary:
HOMO-LUMO gap (eV): 10.647
SMILES string: NCO.O.O
Lowest unoccupied orbital energy (eV): 0.62
Energy relative to the best compared isomer or geometry (same formula, charge and spin) (kcal per mole): 30.8



Entry 9:
Molecular formula: CH9NO5
Method: DFT, ωB97M-V/def2-TZVPD

XYZ file:
```
16
Properties=species:S:1:pos:R:3:mulliken_charge:R:1
N -0.86 -1.83 -1.95 -0.3379
C 0.29 -1.11 -1.97 0.6636
O 0.76 -1.00 -3.22 -0.4809
O 0.84 -0.62 -1.01 -0.6142
H -1.43 -1.78 -1.12 0.2536
H -1.24 -2.08 -2.84 0.2144
H 1.62 -0.56 -3.14 0.3383
H -0.72 1.04 4.24 0.3242
H 0.65 0.65 3.69 0.3147
O -0.19 0.28 3.99 -0.6338
H -0.80 -0.45 0.68 0.2885
H -1.56 -0.82 1.96 0.3048
O -1.32 -1.15 1.09 -0.6353
H 0.93 3.17 -0.80 0.3193
H 1.51 2.74 0.49 0.3127
O 1.50 3.51 -0.09 -0.6320
```

Summary:
HOMO-LUMO gap (eV): 11.021
SMILES string: NC(=O)O.O.O.O
Lowest unoccupied orbital energy (eV): 0.29
Energy relative to the best compared isomer or geometry (same formula, charge and spin) (kcal per mole): 7.2



Entry 10:
Molecular formula: CH9O3S
Method: DFT, ωB97M-V/def2-TZVPD

XYZ file:
```
14
Properties=species:S:1:pos:R:3:mulliken_charge:R:1
C -0.72 2.16 0.66 -0.7331
S -1.59 0.55 0.73 -0.7032
H -0.77 2.49 -0.37 0.2137
H 0.31 2.19 1.01 0.2386
H -1.29 2.89 1.24 0.2520
H 0.43 -1.33 1.82 0.3594
H 0.80 -0.30 0.85 0.2674
O 1.21 -1.05 1.32 -0.7209
H -0.78 -1.42 -2.18 0.2741
H -0.77 -0.24 -1.17 0.2168
O -0.35 -0.58 -2.01 -0.6839
H 1.65 -1.12 -1.71 0.3723
H 2.27 -1.19 -0.35 0.3495
O 2.49 -1.34 -1.29 -0.7027
```

Summary:
HOMO-LUMO gap (eV): 7.238
Charge: -1
Lowest unoccupied orbital energy (eV): 3.88
Energy relative to the best compared isomer or geometry (same formula, charge and spin) (kcal per mole): 5.0



Entry 11:
Molecular formula: CH9O3S
Method: DFT, ωB97M-V/def2-TZVPD

XYZ file:
```
14
Properties=species:S:1:pos:R:3:mulliken_charge:R:1
C 0.28 1.24 -1.03 -0.8667
S -1.28 0.41 -0.64 -0.7339
H 0.17 2.18 -1.59 0.2842
H 0.95 1.47 -0.19 0.2215
H 0.84 0.59 -1.70 0.2357
H 2.16 -0.86 -0.67 0.2807
H 1.39 -2.10 -0.40 0.4093
O 2.06 -1.76 -1.01 -0.6740
H -0.81 -2.24 0.84 0.3479
H -0.16 -0.97 1.16 0.2608
O 0.06 -1.92 1.09 -0.7123
H 0.10 2.41 1.40 0.3070
H -1.10 1.51 1.74 0.3001
O -0.19 1.72 2.00 -0.6604
```

Summary:
HOMO-LUMO gap (eV): 6.788
Charge: -1
Lowest unoccupied orbital energy (eV): 3.94
Energy relative to the best compared isomer or geometry (same formula, charge and spin) (kcal per mole): 18.4



Entry 12:
Molecular formula: CH9O4
Method: DFT, ωB97M-V/def2-TZVPD

XYZ file:
```
14
Properties=species:S:1:pos:R:3:mulliken_charge:R:1
C -1.98 1.43 1.03 -0.6442
O -1.27 0.65 0.10 -0.8713
H -1.46 1.50 2.03 0.1944
H -2.27 2.46 0.59 0.2035
H -3.01 1.00 1.45 0.1532
H 2.00 -0.92 0.00 0.3746
H 3.00 -0.41 -1.05 0.3273
O 2.94 -1.02 -0.26 -0.6965
H -0.51 0.81 -1.15 0.4681
H 0.09 -0.44 -1.75 0.2222
O -0.10 0.44 -2.04 -0.7496
H -0.22 -0.59 0.70 0.4051
H 0.03 -2.11 0.68 0.3222
O 0.20 -1.31 1.24 -0.7090
```

Summary:
HOMO-LUMO gap (eV): 8.067
Charge: -1
Lowest unoccupied orbital energy (eV): 4.11
Energy relative to the best compared isomer or geometry (same formula, charge and spin) (kcal per mole): 17.3



Entry 13:
Molecular formula: CH9O4
Method: DFT, ωB97M-V/def2-TZVPD

XYZ file:
```
14
Properties=species:S:1:pos:R:3:mulliken_charge:R:1
C 0.49 -0.19 -2.03 -0.6327
O -0.08 -0.72 -0.90 -0.9348
H 0.63 0.92 -1.96 0.2053
H -0.11 -0.37 -2.94 0.2206
H 1.51 -0.57 -2.24 0.2255
H 0.03 0.06 2.46 0.3411
H -1.47 0.30 2.77 0.3315
O -0.64 0.02 3.16 -0.6740
H -1.40 0.06 -0.60 0.4186
H -1.95 1.50 -0.21 0.2434
O -2.24 0.59 -0.35 -0.7275
H 1.18 -0.95 0.49 0.3864
H 2.12 0.13 1.25 0.2632
O 1.92 -0.80 1.11 -0.6666
```

Summary:
HOMO-LUMO gap (eV): 7.755
Charge: -1
Lowest unoccupied orbital energy (eV): 4.05
Energy relative to the best compared isomer or geometry (same formula, charge and spin) (kcal per mole): 9.9



Entry 14:
Molecular formula: CHAgCl3CsF
Method: DFT, ωB97M-V/def2-TZVPD

XYZ file:
```
8
Properties=species:S:1:pos:R:3:mulliken_spin:R:1
Ag -9.57 -32.03 16.55 0.3401
Cs -6.07 -34.01 15.43 0.0013
F -7.70 -32.60 17.49 0.6417
C -6.16 -33.89 20.05 -0.0392
Cl -5.63 -34.23 21.71 0.7179
Cl -7.25 -35.28 19.60 0.2197
Cl -4.65 -33.77 19.05 0.1222
H -6.67 -32.92 19.98 -0.0036
```

Summary:
Spin multiplicity: 3
HOMO-LUMO gap (alpha / beta) (eV): 9.159 / 4.688
Charge: +3
Lowest unoccupied orbital energy (alpha / beta) (eV): -13.77 / -18.07



Entry 15:
Molecular formula: CHBr2NO2
Method: DFT, ωB97M-V/def2-TZVPD

XYZ file:
```
7
Properties=species:S:1:pos:R:3:mulliken_charge:R:1
C 1.68 -0.33 -0.32 -0.3971
N -2.31 0.80 0.27 0.6883
O -3.04 0.59 1.18 -0.3556
O -1.13 0.67 0.10 -0.3160
Br 0.88 -0.43 -1.98 -0.0336
Br 1.47 -1.70 0.90 -0.0331
H 2.45 0.39 -0.15 0.4470
```

Summary:
HOMO-LUMO gap (alpha / beta) (eV): 10.195 / 6.415
Lowest unoccupied orbital energy (alpha / beta) (eV): -0.36 / -1.74
Energy relative to the best compared isomer or geometry (same formula, charge and spin) (kcal per mole): 43.8



Entry 16:
Molecular formula: CHBr2OP
Method: DFT, ωB97M-V/def2-TZVPD

XYZ file:
```
6
Properties=species:S:1:pos:R:3:mulliken_charge:R:1
C 1.18 0.33 0.32 -0.2079
O -0.63 -1.71 0.56 -0.3461
P -0.51 -0.43 -0.08 0.5527
Br 1.25 2.19 -0.11 -0.0356
Br -3.27 -0.23 -0.29 -0.2257
H 1.97 -0.15 -0.40 0.2625
```

Summary:
HOMO-LUMO gap (alpha / beta) (eV): 7.292 / 6.682
Lowest unoccupied orbital energy (alpha / beta) (eV): -2.68 / -3.26
Energy relative to the best compared isomer or geometry (same formula, charge and spin) (kcal per mole): 0.0



Entry 17:
Molecular formula: CHBr3
Method: DFT, ωB97M-V/def2-TZVPD

XYZ file:
```
5
Properties=species:S:1:pos:R:3:mulliken_spin:R:1
C -17.44 14.63 -4.32 -0.0433
Br -17.53 15.73 -2.66 0.5319
Br -19.11 13.62 -4.79 0.0101
Br -15.91 13.51 -3.91 0.5029
H -17.10 15.31 -5.10 -0.0016
```

Summary:
Spin multiplicity: 2
HOMO-LUMO gap (alpha / beta) (eV): 10.004 / 5.479
Charge: +1
Lowest unoccupied orbital energy (alpha / beta) (eV): -5.83 / -10.30
Energy relative to the best compared isomer or geometry (same formula, charge and spin) (kcal per mole): 0.0



Entry 18:
Molecular formula: CHBrF2
Method: DFT, ωB97M-V/def2-TZVPD

XYZ file:
```
5
Properties=species:S:1:pos:R:3:mulliken_spin:R:1
C -0.22 0.12 0.28 0.7934
F -0.23 0.85 -0.84 0.0440
F -0.40 0.88 1.35 0.0565
Br -1.40 -1.35 0.32 0.1251
H 2.24 -0.50 -1.11 0.9809
```

Summary:
Spin multiplicity: 3
HOMO-LUMO gap (alpha / beta) (eV): 10.145 / 10.530
Lowest unoccupied orbital energy (alpha / beta) (eV): 0.76 / -0.98
Energy relative to the best compared isomer or geometry (same formula, charge and spin) (kcal per mole): 0.0



Entry 19:
Molecular formula: CHBrF2O3S
Method: DFT, ωB97M-V/def2-TZVPD

XYZ file:
```
9
Properties=species:S:1:pos:R:3:mulliken_charge:R:1
C 0.67 0.28 -0.88 0.2021
O 0.80 -2.26 -0.12 -0.5221
O -0.82 -1.43 -1.82 -0.3557
O -0.01 -0.25 -4.06 -0.5196
F -0.11 1.05 -1.73 -0.2137
F 0.03 0.40 0.34 -0.2378
S 0.70 -1.52 -1.37 0.6272
Br -1.27 -1.14 -3.56 0.7064
H 1.60 0.65 -0.77 0.3131
```

Summary:
HOMO-LUMO gap (eV): 8.332
Lowest unoccupied orbital energy (eV): -1.58
Energy relative to the best compared isomer or geometry (same formula, charge and spin) (kcal per mole): 21.9



Entry 20:
Molecular formula: CHBrFI
Method: DFT, ωB97M-V/def2-TZVPD

XYZ file:
```
5
Properties=species:S:1:pos:R:3:mulliken_charge:R:1
C -0.10 0.15 0.27 -0.0462
F 0.23 1.13 -0.56 -0.1065
Br 0.08 0.62 1.98 -0.0100
I -1.79 -0.79 -0.51 0.1269
H 1.58 -1.11 -1.17 0.0358
```

Summary:
HOMO-LUMO gap (alpha / beta) (eV): 8.070 / 9.210
Lowest unoccupied orbital energy (alpha / beta) (eV): -0.51 / -0.89
Energy relative to the best compared isomer or geometry (same formula, charge and spin) (kcal per mole): 96.4